## A
ORCA calculation (ωB97M-V/def2-TZVPD) on a gas-phase ion, C3H9N4 (charge +1).

Output
Charge = +1
SMILES = NN1CNC=C[NH2+]1
Gap between HOMO and LUMO = 9.6 eV

```
16
Properties=species:S:1:pos:R:3:lowdin_charge:R:1
N 0.48900 -0.16878 1.17403 0.04
N -0.54724 0.82239 0.43529 -0.11
N 0.37376 0.07198 -1.67899 0.00
N -1.75284 0.71941 0.99126 0.00
C 1.46029 -0.39458 -1.02565 -0.12
C -0.82990 0.30890 -0.90710 -0.17
C 1.54675 -0.57379 0.32623 -0.13
H -2.20755 -0.20074 0.94164 0.11
H -0.01259 -0.97568 1.60772 0.17
H -1.28420 -0.71178 -0.99136 0.16
H 2.29906 -0.82531 -1.66458 0.16
H 2.20518 -1.39053 0.90346 0.17
H 0.53142 0.55849 -2.54581 0.15
H 0.95987 0.33224 2.09057 0.25
H -1.88691 1.38841 1.87470 0.19
H -1.34409 1.03938 -1.53140 0.15
```

## B
ORCA calculation (ωB97M-V/def2-TZVPD) on a gas-phase ion, C3H9N4 (charge +1).

Output
Charge = +1
SMILES = [H]/N=N\C(=[NH2+])CNC
Gap between HOMO and LUMO = 8.0 eV

```
16
Properties=species:S:1:pos:R:3:lowdin_charge:R:1
N 1.23184 -0.01504 0.63364 -0.14
N -1.19724 1.99178 -0.06153 0.26
N -2.21571 -1.24063 -0.05017 0.21
N -1.28100 0.82495 0.11639 0.06
C 2.07116 0.75037 -0.27624 -0.07
C 0.28053 -0.96948 0.29397 -0.14
C -1.20407 -0.43610 0.10356 -0.28
H 1.54266 1.63249 -0.72423 0.08
H 2.91809 1.01200 0.39737 0.11
H 1.05376 0.33563 1.60455 0.16
H 0.41112 -1.34503 -0.71714 0.14
H -0.93202 2.22432 -1.04913 0.14
H -2.17245 -2.21078 0.00978 0.12
H 0.30963 -1.86540 0.86789 0.13
H -3.14293 -0.74585 -0.19342 0.18
H 2.32663 0.05678 -0.95529 0.04
```

In terms of stability, B leads; the second structure lies 11.9 kcal/mol higher.

## A
ORCA calculation (ωB97M-V/def2-TZVPD) on a gas-phase ion, C3H9N4 (charge +1).

Output
Charge = +1
SMILES = [H]/N=N/[C@@H](C)C(N)=[NH2+]
Gap between HOMO and LUMO = 9.9 eV

```
16
Properties=species:S:1:pos:R:3:lowdin_charge:R:1
N 1.52273 1.19616 -0.65053 0.23
N 1.56825 -0.95159 0.15052 0.23
N -1.97246 -2.12131 -0.25859 0.16
N -0.88654 -1.58338 -0.39793 -0.08
C -0.64660 -0.18309 -0.48473 -0.26
C 0.95164 0.04478 -0.38568 -0.31
C -1.05149 0.74881 0.68861 -0.02
H 0.98418 -1.78795 0.24930 0.13
H -1.80708 -3.08403 -0.31458 0.06
H 2.51904 -0.98569 0.41112 0.14
H -1.14939 0.06289 -1.47129 0.18
H -0.37548 0.71427 1.50956 0.08
H -2.12552 0.44063 0.98722 0.13
H 2.54001 1.38898 -0.59631 0.17
H 1.04409 1.95857 -0.98302 0.10
H -0.96588 1.71422 0.28720 0.06
```

## B
ORCA calculation (ωB97M-V/def2-TZVPD) on a gas-phase ion, C3H9N4 (charge +1).

Output
Charge = +1
SMILES = C[N@@+]12NCCN1N2
Gap between HOMO and LUMO = 11.9 eV

```
16
Properties=species:S:1:pos:R:3:lowdin_charge:R:1
N -0.01908 -1.15132 -0.41742 0.05
N 0.71952 0.02667 0.09283 -0.25
N 0.45901 -1.08677 0.90606 0.14
N -0.10744 1.15452 0.19657 0.08
C -1.40033 0.56741 0.34442 -0.15
C -1.41610 -0.77866 -0.49528 -0.08
C 2.08409 0.21601 -0.31042 0.05
H -0.00704 1.84445 -0.52686 0.15
H 2.18489 -0.34787 -1.33032 0.16
H 2.43972 1.24727 -0.46479 0.12
H 2.70400 -0.20403 0.40255 0.08
H -2.10777 1.35511 -0.00592 0.15
H -1.93100 -0.61342 -1.51382 0.16
H -1.63430 0.40966 1.34933 0.09
H -0.01482 -1.16317 1.77442 0.15
H -1.95338 -1.47587 -0.00135 0.08
```

In terms of stability, A leads; the second structure lies 101.8 kcal/mol higher.

## A
ORCA calculation (ωB97M-V/def2-TZVPD) on 2 unconnected molecules or ions with the total composition C3H9N4.

Output
Charge = +1
Gap between HOMO and LUMO = 10.0 eV

```
16
Properties=species:S:1:pos:R:3:lowdin_charge:R:1
N 0.99778 -0.08144 -1.23197 0.08
N -1.09143 0.67601 -0.55562 0.14
N -3.48448 0.47294 0.08563 0.16
N 1.47246 -0.07687 -0.02490 -0.29
C 1.64786 -1.33781 0.54678 0.02
C -2.23417 0.52264 -0.30450 -0.26
C 1.39587 1.02893 0.58342 0.13
H 2.06403 -1.98915 -0.17063 0.09
H -3.83581 -0.40087 -0.01182 0.07
H 2.31357 -1.24346 1.35623 0.10
H 0.57340 -1.81053 0.79337 0.18
H -3.86005 1.10277 0.79207 0.14
H 1.01296 -0.80845 -1.89253 0.13
H 1.46493 1.25165 1.58364 0.09
H 0.58224 0.81438 -1.50304 0.10
H 0.98083 1.87925 -0.04610 0.13
```

## B
ORCA calculation (ωB97M-V/def2-TZVPD) on 2 unconnected molecules or ions with the total composition C3H9N4.

Output
Charge = +1
Gap between HOMO and LUMO = 9.3 eV

```
16
Properties=species:S:1:pos:R:3:lowdin_charge:R:1
N -0.70464 1.52761 -0.02978 0.16
N 1.25667 0.91093 0.74384 0.13
N 0.70980 -1.49883 1.02437 0.14
N -1.34968 -0.78381 -1.09572 0.09
C 0.52954 1.90362 0.36106 -0.08
C -0.87233 0.02367 0.02172 -0.30
C 0.52206 -0.34403 0.35817 -0.35
H -0.06474 -2.01216 1.33867 0.10
H -0.80209 -0.88158 -1.90019 0.05
H 1.20864 -0.38059 -1.22058 0.22
H -2.29390 -0.75739 -1.35005 0.07
H 0.73267 2.90001 0.68507 0.17
H -1.21800 2.31219 -0.34866 0.15
H 1.48939 -2.08845 0.86367 0.11
H -1.57534 -0.41714 0.73756 0.16
H 2.27107 0.80792 0.86010 0.19
```

In terms of stability, B leads; the second structure lies 14.3 kcal/mol higher.

## A
ORCA calculation (ωB97M-V/def2-TZVPD) on 2 unconnected molecules or ions with the total composition C3H9N4.

Output
Charge = +1
Gap between HOMO and LUMO (spin up / spin down) = 7.8 / 7.8 eV

```
16
Properties=species:S:1:pos:R:3:lowdin_charge:R:1
N 2.51016 -0.03692 -0.59394 0.11
N 0.29581 -1.31234 1.21027 0.17
N -0.49436 0.79025 0.59534 0.06
N -1.42557 1.44781 0.13219 0.15
C -0.39248 -0.65879 0.39672 -0.51
C 1.40434 0.51673 -0.78231 0.01
C -1.01501 -1.31795 -0.81150 -0.02
H -1.89279 -1.97918 -0.77514 0.10
H -2.12944 1.17732 -0.51809 0.14
H 0.78538 -0.71258 1.88864 0.08
H 2.81690 -0.08354 0.41292 0.16
H -1.28478 -0.46814 -1.38747 0.03
H 3.04493 -0.45268 -1.32590 0.13
H -1.36748 2.46664 0.24780 0.17
H 1.07538 0.73664 -1.80631 0.08
H -0.19390 -1.93331 -1.35462 0.13
```

## B
ORCA calculation (ωB97M-V/def2-TZVPD) on a gas-phase ion, C3H9N4 (charge +1).

Output
Charge = +1
SMILES = [H]/N=N/C(=[NH2+])[C@H](C)N
Gap between HOMO and LUMO (spin up / spin down) = 8.2 / 8.2 eV

```
16
Properties=species:S:1:pos:R:3:lowdin_charge:R:1
N 1.50306 0.78760 1.08122 0.10
N 1.49550 0.86853 2.32065 0.27
N -0.63959 -1.22112 1.12042 0.13
N 1.74292 0.33553 -1.21710 0.16
C -1.23630 0.30533 -0.60489 -0.03
C -0.13360 -0.66690 -0.05762 -0.33
C 1.20246 0.22373 0.04320 -0.28
H -1.13134 -0.60994 1.63194 0.04
H 1.25650 1.74732 2.74132 0.11
H -0.72754 1.11602 -1.35076 0.14
H 2.43502 1.08956 -1.40015 0.15
H 0.27031 -1.31908 -0.84689 0.15
H 0.09423 -1.60936 1.62600 0.08
H 1.29977 -0.12792 -2.03543 0.14
H -2.13788 -0.28810 -0.94431 0.11
H -1.65503 0.74777 0.28131 0.06
```

In terms of stability, B leads; the second structure lies 36.0 kcal/mol higher.

## A
ORCA calculation (ωB97M-V/def2-TZVPD) on 2 unconnected molecules or ions with the total composition C9H11N2.

Output
Charge = +1
Gap between HOMO and LUMO (spin up / spin down) = 7.8 / 6.9 eV

```
22
Properties=species:S:1:pos:R:3:lowdin_charge:R:1
N 1.33978 0.30696 0.06308 -0.35
N 0.39506 1.37323 0.10080 0.19
C 2.18174 0.16147 -1.24508 0.04
C 0.57923 -0.91928 0.02699 0.10
C 2.22734 0.49489 1.20671 0.03
C -3.13595 0.69164 0.03497 -0.02
C -0.76045 0.81268 0.15719 -0.17
C -3.09574 -0.76442 0.08841 -0.02
C -1.91059 -1.44114 0.03522 -0.04
C -0.71001 -0.75319 0.12967 -0.13
C -2.01783 1.44481 0.04408 -0.02
H 1.81336 0.48414 2.12371 0.07
H 2.63300 -0.89981 -1.27680 0.10
H 3.02659 0.93690 -1.46438 0.15
H 2.76495 1.49514 0.98054 0.16
H -4.00687 -1.36251 0.15269 0.12
H 1.45156 0.15986 -2.02296 0.09
H 2.86214 -0.35767 1.08215 0.09
H 2.33635 -3.03514 0.06337 0.16
H -2.06027 2.46662 -0.23898 0.12
H -1.77254 -2.58285 0.02213 0.16
H -4.14087 1.28768 -0.06352 0.17
```

## B
ORCA calculation (ωB97M-V/def2-TZVPD) on a molecular structure, C9H11N2.

Output
Charge = +1
Gap between HOMO and LUMO (spin up / spin down) = 5.9 / 5.9 eV

```
22
Properties=species:S:1:pos:R:3:lowdin_charge:R:1
N -1.14163 1.65541 0.42649 0.14
N 1.45005 -0.90902 -1.28578 0.18
C -3.78914 -0.82877 0.23129 0.02
C -2.40167 1.36410 0.33187 0.05
C 1.21789 1.01082 -0.10470 -0.09
C -2.55026 -0.07131 0.20189 -0.15
C -0.55192 0.54895 -0.01259 -0.05
C 3.03560 -0.39244 0.61856 0.00
C -1.30001 -0.55719 -0.03311 0.03
C 1.61575 2.24909 0.16231 0.13
C 1.85874 -0.25152 -0.32298 -0.45
H -4.53312 -0.10626 0.47709 0.08
H -3.69498 -1.59192 0.91881 0.08
H 3.19292 -1.30512 1.23368 0.11
H 2.69841 2.53989 0.38323 0.13
H 1.89137 -1.83080 -1.53645 0.12
H 0.85274 2.96649 0.37499 0.07
H -1.04091 -1.55571 -0.33293 0.14
H -3.20029 2.08666 0.49073 0.16
H 3.92695 -0.25387 0.02622 0.10
H 2.97545 0.44576 1.25752 0.05
H -4.19390 -1.35190 -0.72620 0.17
```

In terms of stability, B leads; the second structure lies 50.4 kcal/mol higher.

## A
ORCA calculation (ωB97M-V/def2-TZVPD) on H3N2O2P in the gas phase.

Output
SMILES = NP[N+](=O)[O-]
Gap between HOMO and LUMO = 10.7 eV

```
8
Properties=species:S:1:pos:R:3:lowdin_charge:R:1
P -0.09612 -0.86863 0.32673 0.86
O 2.34218 -0.33241 -0.41979 -0.01
O 1.20422 1.32471 0.32758 -0.02
N 1.32131 0.14425 0.03032 -0.64
N -1.30987 0.19338 0.30754 -0.24
H -1.49337 0.58874 -0.67470 0.11
H -1.92380 0.12059 1.08529 0.02
H -0.04454 -1.17063 -0.98298 -0.06
```

## B
ORCA calculation (ωB97M-V/def2-TZVPD) on a molecular structure, H3N2O2P.

Output
Gap between HOMO and LUMO (spin up / spin down) = 8.7 / 9.5 eV

```
8
Properties=species:S:1:pos:R:3:lowdin_charge:R:1
P 0.77405 1.62178 -0.50230 0.88
O 0.24152 0.86522 -1.93913 -0.35
O 1.92589 0.40139 -0.79795 -0.39
N 1.32146 0.02099 -1.96093 -0.16
N -0.34582 1.00533 0.63038 -0.14
H -0.15236 0.02178 0.75869 0.04
H -0.19734 1.55925 1.44513 0.01
H 0.84794 -1.81006 -1.58910 0.12
```

In terms of stability, A leads; the second structure lies 53.8 kcal/mol higher.

## A
ORCA calculation (ωB97M-V/def2-TZVPD) on 2 unconnected molecules or ions with the total composition H3N2O2P.

Output
SMILES = NP=O.N=O
Gap between HOMO and LUMO (spin up / spin down) = 8.8 / 8.8 eV

```
8
Properties=species:S:1:pos:R:3:lowdin_charge:R:1
P 0.40930 -1.21342 -0.57272 0.71
O 0.87313 -1.40477 0.81282 -0.52
O 2.06493 0.49972 -0.74316 -0.16
N -0.87663 -0.15898 -0.48936 -0.19
N 2.67024 0.47059 0.29236 0.06
H -1.38892 0.12251 -1.30585 0.03
H 2.26354 -0.26974 0.94571 0.04
H -1.20210 0.22131 0.38857 0.05
```

## B
ORCA calculation (ωB97M-V/def2-TZVPD) on 3 unconnected molecules or ions with the total composition H3N2O2P.

Output
Gap between HOMO and LUMO = 8.7 eV

```
8
Properties=species:S:1:pos:R:3:lowdin_charge:R:1
P 1.23742 -0.46952 -1.07811 0.94
O -0.91798 1.34029 -1.12903 -0.04
O -1.35105 -0.55699 -0.47040 -0.04
N -0.62653 0.20317 -1.00008 -0.62
N 1.11667 -1.72501 -0.21754 -0.30
H 0.47559 1.65234 1.87131 0.02
H -0.33286 1.86801 1.81435 0.03
H 0.39873 -2.31229 0.20951 0.02
```

In terms of stability, A leads; the second structure lies 71.5 kcal/mol higher.

## A
ORCA calculation (ωB97M-V/def2-TZVPD) on a molecular structure, C3H3NOS2.

Output
Gap between HOMO and LUMO (spin up / spin down) = 6.3 / 6.3 eV

```
10
Properties=species:S:1:pos:R:3:lowdin_charge:R:1
S -1.99726 -2.62189 2.82157 0.07
S -0.13437 -2.57378 -0.41902 0.91
O 1.18858 -3.17867 -0.23415 -0.49
N -0.46547 -0.55362 1.23065 -0.01
C 0.01475 -0.01650 0.05436 -0.18
C 0.21467 -0.87525 -0.93816 -0.21
C -0.53099 -1.88235 1.16546 -0.48
H -0.58694 0.09818 1.98836 0.15
H 0.70342 -0.73438 -1.95373 0.12
H 0.27580 0.99019 -0.18904 0.12
```

## B
ORCA calculation (ωB97M-V/def2-TZVPD) on C3H3NOS2 in the gas phase.

Output
SMILES = S=CC1=NSCO1
Gap between HOMO and LUMO = 6.8 eV

```
10
Properties=species:S:1:pos:R:3:lowdin_charge:R:1
S -2.76141 0.29355 0.11949 0.68
S 2.29740 -0.23622 -0.01738 0.86
O 0.04556 0.86574 -0.42189 -0.16
N 0.88992 -1.33440 0.20474 -0.15
C -0.13315 -0.48849 -0.12027 -0.58
C -1.49826 -0.87802 -0.18838 -0.44
C 1.46720 1.27556 0.20555 -0.43
H 1.98345 2.18331 -0.36953 0.12
H 1.55969 1.69294 1.26842 0.09
H -1.72773 -1.83281 0.02787 0.01
```

In terms of stability, B leads; the second structure lies 47.4 kcal/mol higher.